Molecular formula: C7H14
Method: DFT, the ωB97M-V functional and the def2-TZVPD basis

The geometry in XYZ format:
```
21
Properties=species:S:1:pos:R:3
C 0.526 -1.228 0.963
C 1.700 -0.418 0.397
C 1.416 1.056 0.102
C 0.275 1.294 -0.900
C -1.093 0.988 -0.319
C -1.568 -0.382 -0.309
C -0.601 -1.517 -0.033
H 0.110 -0.714 1.842
H 0.921 -2.186 1.324
H 2.051 -0.907 -0.524
H 2.536 -0.469 1.107
H 1.177 1.579 1.039
H 2.333 1.517 -0.287
H 0.276 2.350 -1.199
H 0.450 0.711 -1.814
H -1.296 1.640 0.524
H -2.644 1.196 -0.388
H -2.863 0.412 0.145
H -2.332 -0.698 -1.010
H -1.203 -2.360 0.331
H -0.173 -1.864 -0.990
```

molar mass	98.2	g mol⁻¹
gap between HOMO and LUMO	9.1	eV
HOMO	-8.46	eV
LUMO level	0.65	eV
2S+1	1
DFT total energy	-274.9293	hartree

Atom charges from the Löwdin analysis, given in e for atoms 1 to 6: number 1, C, carries -0.21; number 2, C, carries -0.22; number 3, C, carries -0.21; number 4, C, carries -0.20; number 5, C, carries -0.23; number 6, C, carries -0.23